# C32H40FNO5Pb

A structure of composition C32H40FNO5Pb (ωB97M-V with the def2-TZVPD basis set, OMol25).

Properties
- E_HOMO (Ha) = -0.2648
- total charge = 0
- frontier orbital gap (eV) = 7.23
- energy relative to the best compared isomer or geometry (same formula, charge and spin) (kcal/mol) = 52.4

Element x y z (Å)
Pb1 0.2931 -1.5929 -0.6121
O1 2.7070 -4.7755 -3.2598
C1 2.1670 -3.7193 -2.6698
O2 1.7969 -3.7434 -1.5195
C2 2.0784 -2.5339 -3.5961
O3 1.8174 -1.3893 -2.8225
C3 -0.0107 -0.2267 -4.0874
C4 -0.7743 -1.5317 -3.6440
O4 -0.8671 -2.4131 -4.4871
O5 -1.2076 -1.5909 -2.4538
H1 2.7176 -5.5420 -2.6607
H2 3.0266 -2.4276 -4.1440
H3 1.2724 -2.7410 -4.3183
H4 -0.1010 1.8967 -3.9174
H5 0.0595 -0.3051 -5.1790
C5 -3.6823 0.9450 -3.2513
C6 -2.7811 1.1438 -2.0383
C7 -3.1320 2.4749 -1.3567
C8 -1.3035 1.1005 -2.3539
C9 -0.7903 1.0556 -3.7607
C10 1.4392 -0.1920 -3.5338
C11 1.7970 0.8665 -2.5135
C12 3.2587 1.2071 -2.5059
C13 1.0145 1.2704 -1.4996
C14 -0.4214 1.1539 -1.3374
H6 -4.7179 0.8622 -2.9332
H7 -3.4160 0.0363 -3.7825
H8 -3.6125 1.8000 -3.9199
H9 -2.9746 0.3321 -1.3272
H10 -2.8602 3.3107 -2.0006
H11 -2.6196 2.5848 -0.4035
H12 -4.2025 2.5189 -1.1706
H13 -1.5983 1.1549 -4.4821
H14 2.1332 -0.0865 -4.3853
H15 3.8458 0.3309 -2.2304
H16 3.4682 1.9964 -1.7906
H17 3.5818 1.5286 -3.4951
H18 1.4917 1.8700 -0.7387
H19 -0.7941 1.3005 -0.3326
C15 0.8514 3.4952 1.1505
C16 0.9293 2.2214 2.0054
C17 1.6148 2.5665 3.3324
C18 -0.4430 1.6151 2.2235
C19 -1.4707 2.4560 2.6249
C20 -2.7540 1.9843 2.8107
C21 -3.0047 0.6373 2.6422
C22 -2.0025 -0.2535 2.2775
C23 -2.3757 -1.7243 2.3303
C24 -2.1431 -2.5468 1.0577
C25 -1.6881 -2.3775 3.5341
C26 -0.7081 0.2416 2.0285
N1 0.3017 -0.6082 1.5354
C27 1.3426 -0.9055 2.3584
C28 1.3014 -0.7086 3.7556
C29 2.3229 -1.1204 4.5824
C30 3.4486 -1.7492 4.0725
C31 3.5432 -1.9364 2.7036
C32 2.5222 -1.5093 1.8904
F1 2.6849 -1.6974 0.5268
H20 1.8357 3.7423 0.7548
H21 0.5238 4.3423 1.7496
H22 0.1604 3.3813 0.3175
H23 1.5510 1.4858 1.4863
H24 0.9789 3.2040 3.9435
H25 2.5430 3.1013 3.1384
H26 1.8479 1.6671 3.8946
H27 -1.2639 3.5012 2.7961
H28 -3.5477 2.6546 3.1062
H29 -4.0024 0.2630 2.8254
H30 -3.4555 -1.7526 2.5227
H31 -1.1418 -2.9905 1.0589
H32 -2.2928 -1.9423 0.1613
H33 -2.8495 -3.3749 1.0113
H34 -0.6079 -2.3702 3.4159
H35 -2.0199 -3.4073 3.6492
H36 -1.9372 -1.8306 4.4421
H37 0.4261 -0.2352 4.1760
H38 2.2391 -0.9517 5.6467
H39 4.2390 -2.0870 4.7225
H40 4.4014 -2.4110 2.2529

Atomic partial charges in e from the Mulliken method, atoms 1 to 2: 1.40, -0.48